(1)
C33H37F6LuN4O6S2 as an isolated structure in a non-equilibrium geometry. Source: OMol25; level of theory: ωB97M-V with the def2-TZVPD basis set.

The geometry in ORCA input format:
```
! wB97M-V def2-TZVPD RIJCOSX def2/J DEFGRID3
* xyz 0 1
Lu 0.30 -0.27 -0.35
C -4.07 -0.54 1.53
C -3.21 -0.09 0.35
C -3.38 1.40 0.03
C -3.53 -0.89 -0.90
C -4.81 -0.78 -1.43
C -5.14 -1.43 -2.60
C -4.18 -2.19 -3.24
C -2.90 -2.35 -2.73
C -1.95 -3.22 -3.52
C -0.67 -2.46 -3.86
C -1.63 -4.53 -2.81
C -2.57 -1.70 -1.53
N -1.32 -1.89 -0.85
C -1.37 -2.92 0.01
O -2.27 -3.73 0.16
C -0.16 -2.97 0.94
C 0.31 -4.10 1.59
C 1.31 -3.95 2.55
C 1.75 -2.68 2.88
C 1.24 -1.59 2.18
N 0.31 -1.76 1.24
C 1.63 -0.14 2.46
O 2.35 0.10 3.42
N 1.06 0.73 1.61
C 1.35 2.10 1.87
C 0.35 2.91 2.44
C 0.65 4.23 2.74
C 1.90 4.76 2.50
C 2.87 3.97 1.92
C 2.61 2.65 1.58
C 3.68 1.85 0.87
C 4.33 2.66 -0.26
C 4.75 1.34 1.84
C -1.01 2.32 2.73
C -0.98 1.62 4.09
C -2.12 3.37 2.73
H -3.75 -0.04 2.44
H -3.96 -1.62 1.67
H -5.12 -0.32 1.36
H -2.14 -0.25 0.64
H -4.34 1.59 -0.43
H -2.59 1.72 -0.66
H -3.31 1.99 0.93
H -5.55 -0.19 -0.93
H -6.14 -1.35 -3.01
H -4.43 -2.69 -4.17
H -2.45 -3.47 -4.46
H -0.20 -2.13 -2.94
H -0.88 -1.58 -4.47
H 0.02 -3.10 -4.40
H -0.93 -4.37 -1.99
H -1.18 -5.23 -3.51
H -2.53 -4.98 -2.41
H -0.10 -5.07 1.34
H 1.72 -4.82 3.04
H 2.48 -2.50 3.66
H -0.10 4.87 3.18
H 2.12 5.79 2.76
H 3.85 4.39 1.72
H 3.19 0.98 0.41
H 5.04 3.38 0.14
H 3.58 3.19 -0.85
H 4.87 1.98 -0.92
H 5.31 2.17 2.25
H 5.43 0.68 1.30
H 4.28 0.79 2.65
H -1.21 1.57 1.94
H -0.74 2.34 4.86
H -0.22 0.84 4.11
H -1.95 1.17 4.31
H -2.01 4.04 3.58
H -3.09 2.90 2.82
H -2.09 3.97 1.81
F 0.14 2.79 -3.83
C 1.39 2.35 -3.74
F 2.20 3.38 -3.53
F 1.72 1.78 -4.88
S 1.51 1.15 -2.31
O 0.96 1.83 -1.16
O 0.69 0.00 -2.61
N 3.03 0.81 -2.31
S 3.39 -0.53 -1.56
O 4.75 -0.66 -1.23
O 2.38 -0.85 -0.57
C 2.98 -1.87 -2.84
F 3.98 -2.70 -3.12
F 2.53 -1.36 -3.98
F 1.99 -2.59 -2.27
*
```

Computed properties:
E_tot, hartree: -4581.42012
F_max, eV Å⁻¹: 3.3
HOMO, eV: -8.515



(2)
C33H37N3O25PV as an isolated structure in a non-equilibrium geometry. Source: OMol25; level of theory: ωB97M-V with the def2-TZVPD basis set.

The geometry in ORCA input format:
```
! wB97M-V def2-TZVPD RIJCOSX def2/J DEFGRID3
* xyz -2 1
O -0.51 -0.47 -0.76
V -0.18 1.03 -0.43
O -0.53 1.31 1.11
P 0.71 3.10 -2.08
O -0.18 4.29 -2.06
O 1.21 2.56 -0.64
O 1.84 3.11 -3.06
O -0.19 1.79 -2.38
C -3.83 -1.60 1.53
O -5.01 -1.34 1.67
N -3.05 -2.18 2.48
C -1.61 -2.15 2.37
C -3.51 -2.30 3.83
H -3.24 -1.42 0.62
H -1.11 -1.30 2.83
H -1.34 -2.11 1.31
H -1.14 -3.05 2.78
H -3.31 -3.31 4.22
H -2.99 -1.59 4.48
H -4.59 -2.20 3.94
C 1.94 -5.10 -1.03
O 1.99 -5.62 0.07
N 1.34 -3.92 -1.32
C 1.33 -3.43 -2.68
C 0.38 -3.28 -0.43
H 2.37 -5.55 -1.94
H 2.06 -3.95 -3.30
H 1.64 -2.38 -2.68
H 0.35 -3.53 -3.16
H 0.11 -3.96 0.37
H 0.87 -2.38 -0.05
H -0.52 -3.02 -0.99
C -0.32 0.98 4.71
O -0.20 -0.21 4.53
N -0.99 1.51 5.78
C -1.24 2.92 5.89
C -1.40 0.69 6.89
H -0.08 1.78 3.98
H -0.42 3.42 6.42
H -2.14 3.06 6.49
H -1.33 3.36 4.90
H -1.01 1.09 7.82
H -2.49 0.60 6.94
H -1.02 -0.32 6.77
C -1.35 -2.75 -5.66
C -2.00 -3.11 -4.57
C -2.14 -2.21 -3.37
O -2.75 -2.62 -2.40
C -1.50 -0.93 -3.47
C -0.77 -0.54 -4.55
C -0.55 -1.51 -5.70
O 0.20 -1.28 -6.60
O -0.15 0.58 -4.65
O -2.72 -4.25 -4.53
H -1.37 -3.34 -6.57
H -1.66 -0.20 -2.69
H -0.11 1.06 -3.75
H -3.07 -4.34 -3.63
C -4.46 2.80 -3.86
C -3.37 2.64 -3.09
C -3.48 2.03 -1.70
O -2.51 1.82 -1.04
C -4.83 1.69 -1.24
C -5.90 1.91 -1.98
C -5.79 2.48 -3.37
O -6.83 2.68 -4.01
O -7.14 1.56 -1.63
O -2.19 2.99 -3.49
H -4.36 3.22 -4.85
H -4.95 1.31 -0.23
H -7.72 1.77 -2.38
H -1.46 2.76 -2.84
C 5.44 1.03 -1.70
C 4.21 1.07 -1.16
C 3.41 -0.21 -0.89
O 2.34 -0.15 -0.36
C 4.06 -1.45 -1.28
C 5.27 -1.46 -1.81
C 6.08 -0.21 -2.04
O 7.22 -0.33 -2.46
O 5.89 -2.60 -2.12
O 3.63 2.22 -0.93
H 5.90 1.99 -1.89
H 3.48 -2.36 -1.18
H 6.71 -2.38 -2.59
H 2.62 2.20 -0.89
C 2.64 1.71 2.32
C 2.78 3.05 2.21
C 3.79 3.80 3.05
O 3.92 4.99 3.01
C 4.61 2.98 3.96
C 4.44 1.67 4.09
C 3.48 0.93 3.21
O 3.44 -0.29 3.33
O 5.12 0.91 4.95
O 2.02 3.82 1.48
H 1.91 1.12 1.78
H 5.29 3.50 4.63
H 4.92 -0.01 4.67
H 1.63 3.33 0.67
*
```

Computed properties:
E_tot, hartree: -4610.63688
F_max, eV Å⁻¹: 2.7
HOMO, eV: -3.641



(3)
C33H37N6RuS as an isolated structure. Source: OMol25; level of theory: ωB97M-V with the def2-TZVPD basis set.

The geometry in ORCA input format:
```
! wB97M-V def2-TZVPD RIJCOSX def2/J DEFGRID3
* xyz 2 6
Ru 11.04 13.92 10.46
C 12.24 16.64 11.58
N 11.89 16.19 10.21
C 13.09 16.08 9.34
C 14.01 15.00 9.83
C 15.37 15.17 9.88
C 16.18 14.11 10.29
C 15.56 12.93 10.67
C 14.18 12.84 10.61
N 13.41 13.86 10.18
C 10.91 17.08 9.58
C 9.52 16.91 10.12
C 8.58 17.91 9.94
C 7.29 17.71 10.36
C 6.97 16.51 10.98
C 7.97 15.55 11.14
N 9.23 15.74 10.70
C 11.70 15.79 12.70
C 11.36 16.35 13.92
C 11.00 15.52 14.97
C 10.99 14.15 14.79
C 11.32 13.66 13.54
N 11.65 14.46 12.52
H 11.95 17.68 11.72
H 13.34 16.63 11.69
H 13.63 17.04 9.27
H 12.73 15.83 8.33
H 15.81 16.12 9.59
H 17.25 14.21 10.33
H 16.13 12.08 11.02
H 13.69 11.93 10.93
H 10.90 16.85 8.51
H 11.24 18.13 9.68
H 8.88 18.83 9.45
H 6.54 18.47 10.22
H 5.98 16.30 11.35
H 7.77 14.60 11.61
H 11.40 17.42 14.03
H 10.75 15.95 15.92
H 10.75 13.46 15.60
H 11.29 12.59 13.33
C 9.21 7.08 9.91
C 8.51 8.41 10.10
N 9.45 9.50 10.37
C 10.33 10.00 9.52
S 11.51 11.12 10.10
N 10.34 9.60 8.26
C 11.29 10.06 7.23
C 11.36 9.05 6.11
H 8.53 6.26 10.12
H 10.05 6.98 10.60
H 9.59 6.93 8.90
H 7.84 8.41 10.96
H 7.89 8.71 9.25
H 9.56 9.84 11.31
H 9.66 8.91 7.98
H 12.27 10.18 7.70
H 10.98 11.06 6.87
H 11.77 8.10 6.46
H 12.00 9.43 5.32
H 10.39 8.85 5.67
C 7.61 12.54 6.47
C 8.85 13.21 6.71
C 9.34 13.27 7.97
C 8.65 12.69 9.07
C 9.19 12.76 10.39
C 8.50 12.20 11.42
C 7.22 11.60 11.20
C 6.70 11.51 9.95
C 7.42 12.05 8.84
C 6.91 11.99 7.50
H 7.24 12.49 5.46
H 9.38 13.67 5.89
H 10.32 13.77 8.10
H 8.89 12.19 12.44
H 6.67 11.18 12.03
H 5.74 11.05 9.77
H 5.97 11.50 7.32
*
```

Computed properties:
E_tot, hartree: -2100.76943
F_max, eV Å⁻¹: 1.0
HOMO (alpha / beta), eV: -12.498 / -12.779
Energy relative to the best compared isomer or geometry (same formula, charge and spin), kcal/mol: 0.00
Expectation value of S²: 8.762